# 1
ORCA calculation (ωB97M-V with the def2-TZVPD basis set) on a structure of composition C39H46BClFeN9O4S3.

Structure (XYZ):
```
104
Properties=species:S:1:pos:R:3:forces:R:3
Fe 2.0339 2.2346 -0.5679 0.2 -0.2 0.1
C 4.1350 -2.5411 0.8777 0.0 0.0 0.0
C 2.7879 -1.9020 0.9611 0.0 0.0 0.2
C 2.0330 -1.9817 2.0666 0.0 0.0 -0.1
C 0.7533 -1.3174 2.1397 0.0 -0.1 0.1
N 0.2761 -0.6210 1.1730 -0.2 0.1 0.0
N 0.9937 -0.5678 -0.0195 0.4 0.7 0.0
B 0.2888 0.1101 -1.0649 -0.8 -0.5 -0.1
N 0.5367 -0.1452 -2.5371 0.0 0.2 0.1
N -0.0752 -1.3164 -2.7880 -0.1 0.0 -0.1
C -0.0286 -1.8006 -3.9954 0.0 0.0 0.1
C 0.5911 -1.0598 -5.0370 0.0 0.0 0.0
C 1.2032 0.1238 -4.7838 0.0 0.0 -0.1
C 1.9115 0.9040 -5.8421 0.0 0.0 0.1
C 1.2151 0.5918 -3.4290 0.1 0.0 0.0
S 2.1685 1.8971 -2.9824 0.1 0.5 0.6
C -0.6509 -3.1751 -4.1933 0.0 -0.1 0.0
C 0.0872 -4.1688 -3.2843 0.0 0.0 0.0
C -2.1207 -3.1039 -3.7772 0.0 0.0 -0.1
C -0.5465 -3.6425 -5.6441 0.0 0.0 0.0
N -1.1271 0.6629 -0.8399 0.2 -0.1 0.1
N -2.1127 -0.2461 -0.6360 0.0 -0.1 -0.2
C -3.3455 0.1594 -0.7508 -0.1 0.0 -0.1
C -3.6445 1.5060 -1.1120 0.1 0.1 0.1
C -2.6653 2.4310 -1.2380 -0.1 0.1 0.1
C -2.9425 3.8713 -1.5297 0.0 -0.1 0.0
C -1.3266 1.9733 -1.0352 0.2 0.2 0.1
S -0.0406 3.0854 -1.0090 -0.5 0.1 -0.1
C -4.5043 -0.7980 -0.4734 0.1 0.0 0.0
C -5.5625 -0.6708 -1.5802 0.1 -0.1 -0.1
C -4.0423 -2.2519 -0.4024 0.1 0.1 0.1
C -5.1506 -0.3841 0.8587 0.0 0.1 -0.1
C 2.2703 -1.1589 -0.1802 0.3 -0.3 -0.5
S 3.1486 -1.0247 -1.5502 -0.1 -0.4 0.2
C -0.0792 -1.4919 3.3973 0.0 0.0 0.0
C 0.7221 -1.0443 4.6235 0.0 -0.1 0.0
C -1.3689 -0.6906 3.3068 -0.1 0.0 0.0
C -0.4176 -2.9871 3.5206 0.0 0.0 -0.1
H 4.3824 -3.0225 1.8217 0.0 0.0 0.0
H 4.8982 -1.7982 0.6418 0.0 0.0 0.0
H 4.1606 -3.2802 0.0763 0.0 0.0 0.0
H 2.3945 -2.5348 2.9220 0.0 0.0 0.0
H 0.5898 -1.4472 -6.0457 0.0 0.0 0.0
H 1.7777 0.4412 -6.8174 0.0 0.0 0.0
H 2.9775 0.9566 -5.6132 0.0 0.0 0.0
H 1.5474 1.9317 -5.8725 0.0 0.0 0.0
H 0.0091 -3.8664 -2.2399 0.0 0.0 0.0
H 1.1446 -4.2328 -3.5488 0.0 0.0 0.0
H -0.3516 -5.1614 -3.3942 0.0 0.0 0.0
H -2.1924 -2.7312 -2.7589 -0.1 0.0 0.1
H -2.5706 -4.0969 -3.8245 0.0 0.0 0.0
H -2.6860 -2.4406 -4.4368 0.0 0.0 0.0
H 0.4923 -3.7325 -5.9679 0.0 0.0 0.0
H -1.0733 -2.9735 -6.3277 0.0 0.0 0.0
H -1.0034 -4.6281 -5.7330 0.0 0.0 0.0
H -4.6729 1.8064 -1.2547 0.0 0.0 0.0
H -4.0114 4.0376 -1.6442 0.0 0.0 0.0
H -2.4311 4.1884 -2.4396 0.0 0.0 0.0
H -2.5682 4.5012 -0.7211 0.0 0.0 0.0
H -5.1205 -0.7961 -2.5711 0.0 0.0 0.0
H -6.0915 0.2817 -1.5518 0.0 0.0 0.0
H -6.3081 -1.4544 -1.4431 0.0 0.0 0.0
H -3.8390 -2.6380 -1.3977 0.1 0.0 -0.1
H -4.8342 -2.8586 0.0380 0.0 0.0 0.0
H -3.1391 -2.3633 0.1974 0.0 0.0 0.0
H -5.4906 0.6537 0.8267 0.0 0.0 0.0
H -4.4639 -0.4942 1.6944 0.1 0.0 0.1
H -6.0217 -1.0136 1.0457 0.0 0.0 0.0
H 0.9607 0.0143 4.5639 0.0 0.1 0.0
H 1.6521 -1.6012 4.7428 0.0 0.0 0.0
H 0.1242 -1.2030 5.5221 0.0 0.0 0.0
H -1.1685 0.3783 3.2473 0.0 0.1 0.0
H -1.9812 -0.8829 4.1889 0.0 0.0 0.0
H -1.9210 -0.9773 2.4127 -0.1 0.0 0.0
H 0.4761 -3.6067 3.6061 0.0 0.0 0.0
H -0.9885 -3.3281 2.6544 0.0 0.0 0.0
H -1.0216 -3.1492 4.4140 0.0 0.0 0.0
O 6.3244 0.1900 2.7372 0.0 -0.2 0.9
C 5.3966 0.5194 3.6174 0.2 -0.1 -0.2
O 5.5230 0.3047 4.7926 -0.1 0.0 0.2
C 4.1597 1.1856 3.0798 0.0 0.1 0.2
C 3.1262 1.6875 3.8529 0.0 0.0 -0.1
Cl 2.9921 1.5790 5.5386 0.0 0.1 -0.1
N 2.2038 2.2666 3.0286 -0.1 -0.2 0.0
N 2.5882 2.1064 1.7325 0.0 0.1 -0.1
C 3.7676 1.4994 1.7715 0.0 -0.2 0.0
C 4.4841 1.2801 0.4733 -0.5 0.3 0.1
O 5.6353 0.8703 0.4516 0.0 -0.1 -0.4
O 3.7913 1.5799 -0.5553 0.5 0.1 -0.2
C 1.0251 3.0409 3.3351 -0.1 0.0 0.1
C 0.1315 3.2911 2.3076 0.0 -0.2 0.0
C -1.0030 4.0506 2.5297 -0.1 0.0 0.0
C -1.2668 4.5733 3.7848 0.0 0.0 0.0
C -0.3663 4.3353 4.8095 0.0 0.0 0.0
C 0.7771 3.5801 4.5952 0.2 0.0 0.0
H 6.0823 0.4465 1.8128 0.0 0.2 -0.4
H 0.3285 2.8930 1.3298 -0.1 0.0 0.1
H -1.6877 4.2341 1.7123 0.0 0.0 -0.1
H -2.1558 5.1634 3.9614 0.0 0.0 0.0
H -0.5399 4.7487 5.7938 0.0 0.0 0.0
H 1.4624 3.4487 5.4099 0.1 0.0 0.0
N 3.4212 4.9717 -0.5215 -0.1 0.1 0.2
C 2.7414 4.0443 -0.4638 0.1 -0.3 -0.6
H 4.0174 5.7726 -0.5714 0.0 0.0 0.0
```
Positions in Å, forces in eV/Å.

Results
- Charge: +1
- Relative energy (zero: lowest compared OMol25 entry of this formula, charge and spin): 0.454 eV
- Kohn-Sham gap (alpha / beta): 0.251 / 0.255 Ha

Results of the Mulliken charge analysis, in e, for atoms 1 through 99: Fe 1.04; C -1.97; C -0.20; C -0.63; C 0.06; N -0.45; N 0.74; B -0.59; N 0.73; N -0.77; C -0.14; C -0.52; C 0.19; C -1.81; C 1.15; S -0.51; C 2.30; C -1.60; C -1.53; C -2.33; N 0.51; N -0.37; C -0.06; C -0.71; C 0.11; C -1.62; C 1.27; S -0.40; C 2.26; C -1.87; C -1.45; C -1.57; C 1.12; S -0.06; C 2.28; C -1.38; C -1.64; C -1.82; H 0.43; H 0.37; H 0.41; H 0.43; H 0.59; H 0.38; H 0.40; H 0.37; H 0.19; H 0.40; H 0.45; H 0.07; H 0.48; H 0.40; H 0.48; H 0.45; H 0.41; H 0.36; H 0.42; H 0.35; H 0.30; H 0.35; H 0.38; H 0.48; H 0.26; H 0.48; H 0.19; H 0.37; H 0.20; H 0.49; H -0.01; H 0.37; H 0.52; H 0.21; H 0.49; H 0.11; H 0.34; H 0.31; H 0.50; O -0.58; C 0.55; O -0.60; C -0.51; C 0.46; Cl -0.09; N 0.05; N 0.16; C 0.11; C 0.67; O -0.81; O -0.48; C 0.18; C 0.93; C -0.38; C -0.66; C -0.86; C -0.70; H 0.40; H -0.44; H 0.38; H 0.44

---

# 2
ORCA calculation (ωB97M-V with the def2-TZVPD basis set) on a structure of composition C13H25CoN5O3S.

Structure (XYZ):
```
48
Properties=species:S:1:pos:R:3:forces:R:3
Co -0.1684 -0.2465 0.1895 0.1 0.0 -0.1
N 0.4612 -0.5362 2.1363 0.0 0.0 0.0
C 0.1350 -1.9087 2.6295 0.0 0.0 0.0
C -1.3538 -2.0758 2.8798 0.0 0.0 0.0
C -2.2673 -1.8758 1.6674 0.0 0.0 0.0
C -1.9049 -2.7343 0.4568 0.0 0.0 0.0
N -0.9983 -2.0061 -0.4931 -0.1 0.0 0.0
H 1.4754 -0.4488 2.1066 0.0 0.0 0.0
H 0.1455 0.1403 2.8279 0.0 0.0 0.0
H 0.6828 -2.1041 3.5514 0.0 0.0 0.0
H 0.5058 -2.6090 1.8799 0.0 0.0 0.0
H -1.6685 -1.4057 3.6844 0.0 0.0 0.0
H -1.5035 -3.0881 3.2611 0.0 0.0 0.0
H -2.2995 -0.8181 1.3590 0.0 0.0 0.0
H -3.2888 -2.0988 1.9762 0.0 0.0 0.0
H -2.7980 -3.0421 -0.0825 0.0 0.0 0.0
H -1.4023 -3.6457 0.7793 0.0 0.0 0.0
H -1.4900 -1.8571 -1.3698 0.0 0.0 0.0
H -0.1957 -2.5851 -0.7358 0.0 0.0 0.0
N -0.2087 3.8840 -2.3306 0.0 0.0 0.0
C -1.5620 3.4248 -1.8681 0.0 0.0 0.0
C -1.5676 1.9634 -1.4307 0.0 0.0 0.0
N -1.0378 1.6914 -0.0693 0.0 0.1 0.0
H -0.2359 4.8501 -2.6580 0.0 0.0 0.0
H 0.1539 3.2757 -3.0796 0.0 0.0 0.0
H 0.5157 3.7903 -1.5956 0.0 0.0 0.0
H -2.2403 3.5487 -2.7103 0.0 0.0 0.0
H -1.8846 4.0921 -1.0697 0.0 0.0 0.0
H -1.0064 1.3659 -2.1513 0.0 0.0 0.0
H -2.6001 1.6183 -1.4580 0.0 0.0 0.0
H -1.7145 1.9974 0.6247 0.0 0.0 0.0
H -0.1868 2.2375 0.0860 0.0 0.0 0.0
O 2.1759 -1.7923 -0.0835 0.0 -0.1 0.0
C 2.4188 -0.7803 -0.7152 0.0 0.1 0.0
N 1.4148 0.1345 -0.9782 -0.1 0.0 0.1
S 1.9638 1.4694 -1.6951 0.1 0.0 0.0
O 1.3676 1.6683 -3.0005 0.0 0.0 0.0
O 1.7412 2.6102 -0.8020 0.0 0.0 0.0
C 3.6372 0.9560 -1.7892 0.0 0.0 0.0
C 4.7164 1.6132 -2.3387 0.0 0.0 0.0
C 5.9366 0.9438 -2.3056 0.0 0.0 0.0
C 6.0475 -0.3265 -1.7487 0.0 0.0 0.0
C 4.9431 -0.9734 -1.2030 0.0 0.0 0.0
C 3.7303 -0.3137 -1.2324 0.0 0.0 0.0
H 4.6288 2.5982 -2.7757 0.0 0.0 0.0
H 6.8127 1.4206 -2.7233 0.0 0.0 0.0
H 7.0102 -0.8189 -1.7434 0.0 0.0 0.0
H 5.0208 -1.9621 -0.7717 0.0 0.0 0.0
```
Positions in Å, forces in eV/Å.

Results
- Charge: +2
- Relative energy (zero: lowest compared OMol25 entry of this formula, charge and spin): 0.000 eV
- Kohn-Sham gap (alpha / beta): 0.361 / 0.344 Ha
- Multiplicity: 4

In the Mulliken picture, each atom carries the following charge in e: Co 0.69; N -0.58; C -0.46; C -0.87; C -0.15; C -0.68; N -0.55; H 0.31; H 0.31; H 0.45; H 0.26; H 0.36; H 0.35; H 0.02; H 0.39; H 0.40; H 0.36; H 0.36; H 0.32; N -0.15; C -0.90; C -0.47; N -0.43; H 0.40; H 0.37; H 0.32; H 0.44; H 0.36; H 0.35; H 0.49; H 0.36; H 0.32; O -0.54; C 0.53; N 0.06; S 1.28; O -0.79; O -0.92; C 0.19; C -0.53; C -0.65; C -0.57; C -0.60; C -0.05; H 0.47; H 0.42; H 0.43; H 0.53

---

# 3
ORCA calculation (ωB97M-V with the def2-TZVPD basis set) on a cluster of 3 separate species, C6H18N4O2P in total at a distorted geometry.

Structure (XYZ):
```
31
Properties=species:S:1:pos:R:3:forces:R:3
N -2.9434 3.5762 1.1911 0.4 0.3 0.2
P -3.9038 4.7389 0.6575 -0.2 -1.3 0.1
N -5.3838 4.3871 0.2142 -0.4 0.2 -0.2
H -2.1182 3.4835 0.6091 -0.1 0.0 -0.1
H -3.3359 5.3707 -0.4786 0.0 0.5 0.3
H -3.9621 5.7362 1.6841 0.3 0.3 -0.2
H -5.7538 3.6526 0.8106 0.0 0.0 0.0
C -0.2092 1.2730 0.1975 -0.2 0.1 0.0
C 0.3548 2.0388 -0.9705 -0.1 0.1 0.0
O -0.2746 2.8966 -1.5629 0.0 0.0 -0.1
N 1.6328 1.7454 -1.3669 0.0 -0.2 0.1
C 2.5663 0.7723 -0.8241 0.1 0.7 -0.4
H -1.2225 1.6114 0.4023 0.0 0.1 -0.1
H -0.2342 0.2097 -0.0320 0.1 0.0 0.1
H 0.3977 1.4463 1.0877 0.0 -0.2 0.0
H 1.9363 2.3049 -2.1475 0.0 0.0 0.0
H 3.4647 1.3029 -0.4921 0.1 -0.2 0.0
H 2.8452 0.0674 -1.6109 0.1 -0.2 0.2
H 2.1504 0.2244 0.0068 -0.1 0.1 0.0
C 1.9706 -3.4180 1.4349 0.0 0.0 0.0
C 1.2203 -2.8056 0.2765 -0.1 0.1 -0.1
O 1.1369 -1.5987 0.1242 0.0 -0.4 0.1
N 0.6277 -3.6495 -0.6087 0.2 -0.1 0.2
C 0.6136 -5.0993 -0.5982 -0.2 0.3 -0.3
H 2.3814 -2.6202 2.0455 0.0 0.1 -0.1
H 1.2990 -4.0174 2.0506 0.1 -0.1 0.0
H 2.7913 -4.0390 1.0731 0.0 -0.1 0.1
H 0.1445 -3.1722 -1.3540 0.0 0.0 0.0
H 1.0626 -5.4730 -1.5203 0.0 -0.2 0.1
H -0.4183 -5.4510 -0.5477 0.1 -0.2 0.1
H 1.1638 -5.4943 0.2487 0.0 0.0 0.0
```
Positions in Å, forces in eV/Å.

Results
- Charge: -1
- Relative energy (zero: lowest compared OMol25 entry of this formula, charge and spin): 0.219 eV
- Kohn-Sham gap: 0.172 Ha

In the Mulliken picture, each atom carries the following charge in e: N -0.77; P 0.28; N -0.83; H 0.14; H -0.02; H 0.01; H 0.21; C -0.84; C 0.68; O -0.65; N -0.17; C -0.66; H 0.31; H 0.10; H 0.29; H 0.22; H 0.29; H 0.23; H 0.24; C -1.35; C 0.73; O -0.55; N -0.18; C -0.88; H 0.27; H 0.37; H 0.39; H 0.24; H 0.29; H 0.29; H 0.34

---

# 4
ORCA calculation (ωB97M-V with the def2-TZVPD basis set) on a structure of composition C8H14OPPb at a distorted geometry.

Structure (XYZ):
```
25
Properties=species:S:1:pos:R:3:forces:R:3
C -1.0209 1.4238 -2.3302 0.8 -0.6 -0.1
C -2.1285 2.2038 -2.3674 -0.4 0.1 -0.7
C -3.1160 2.3998 -1.3806 0.0 0.1 -0.2
C -3.1866 1.7652 -0.1266 -0.9 0.1 0.1
C -2.3214 0.8912 0.4447 -0.4 -0.7 0.9
Pb -0.4969 0.5572 -0.4799 -1.1 1.9 -0.2
P 1.9366 0.0178 -1.5735 0.1 -0.3 0.1
H -0.3068 1.2277 -3.1367 -0.6 0.7 -0.4
H -2.2448 2.7054 -3.3130 -0.7 0.6 -0.4
H -3.9429 3.0568 -1.6542 0.2 -0.1 0.1
H -2.4606 0.3565 1.3931 -0.6 0.6 -0.1
H -4.0554 1.9763 0.4840 -0.6 0.4 -0.1
H 2.9731 0.5344 -0.7729 0.5 -0.1 -0.5
H 1.9972 0.6082 -2.8376 0.9 -0.1 -0.4
H 2.1681 -1.3631 -1.7085 0.9 -0.1 -0.4
C 2.6230 -0.9925 2.1463 0.8 -0.1 0.6
C 1.3769 -1.5583 1.6515 -2.1 1.7 -2.1
C 0.7975 -2.8662 1.9069 0.0 -1.0 0.6
O 0.6835 -0.8480 0.9273 1.8 -1.7 1.7
H 3.0521 -1.7227 2.7898 1.0 -0.4 0.7
H 2.4261 -0.0751 2.7027 -0.1 0.0 -0.1
H 3.3073 -0.7508 1.3339 0.0 0.0 -0.1
H -0.1911 -2.7524 2.3511 0.0 0.0 0.0
H 0.6788 -3.4264 0.9802 0.1 0.1 0.0
H 1.4513 -3.3684 2.5693 0.4 -1.2 0.9
```
Positions in Å, forces in eV/Å.

Results
- Charge: -1
- Kohn-Sham gap (alpha / beta): 0.131 / 0.130 Ha

In the Mulliken picture, each atom carries the following charge in e: C -0.83; C -0.35; C -0.03; C -0.24; C -0.87; Pb -0.44; P -0.27; H 0.19; H 0.21; H 0.22; H 0.26; H 0.22; H 0.02; H 0.12; H 0.05; C -1.19; C 1.12; C -1.22; O 0.11; H 0.40; H 0.26; H 0.27; H 0.28; H 0.29; H 0.42

---

# 5
ORCA calculation (ωB97M-V with the def2-TZVPD basis set) on a cluster of 7 separate species, C15H44O7 in total at a distorted geometry.

Structure (XYZ):
```
66
Properties=species:S:1:pos:R:3:forces:R:3
C -1.5749 -12.1192 -6.6576 -0.6 0.1 0.5
C -0.1514 -12.0512 -7.1114 1.2 -1.4 -0.4
C 0.8489 -12.8132 -6.2718 -0.3 0.4 1.2
O -0.0787 -12.7983 -8.3223 -0.8 0.4 -1.1
H -1.7603 -11.9260 -5.6010 0.4 0.4 0.1
H -1.9578 -13.1326 -6.7778 0.0 0.0 -0.4
H -2.1590 -11.4065 -7.2399 -0.2 -0.2 0.0
H 0.2105 -11.0387 -7.2904 -0.2 0.3 0.1
H 0.4898 -13.8396 -6.1970 -0.1 0.0 0.4
H 0.9231 -12.3181 -5.3036 0.3 -0.4 0.4
H 1.8380 -12.8919 -6.7231 0.0 0.4 -0.1
H 0.7163 -12.4737 -8.7516 0.3 -0.2 -0.4
C -4.5129 -13.0555 -12.2303 -1.4 0.8 0.3
C -3.2268 -13.3711 -11.5549 1.4 1.0 0.2
C -3.0638 -12.9155 -10.0609 0.0 -0.3 -1.5
O -3.0255 -14.7236 -11.6556 -0.2 -3.4 0.3
H -4.7086 -13.5046 -13.2040 0.6 -0.2 0.0
H -4.6272 -11.9801 -12.3666 0.0 0.2 0.1
H -5.3266 -13.3845 -11.5841 -0.2 0.0 0.1
H -2.3991 -12.9969 -12.1574 0.0 1.2 0.2
H -3.4852 -11.9170 -9.9441 0.3 0.0 0.2
H -1.9911 -12.9453 -9.8700 -0.2 0.4 0.3
H -3.5326 -13.6132 -9.3670 -0.3 -0.1 -0.2
H -2.1756 -14.9806 -12.0206 -0.1 0.4 0.2
C -4.9654 -5.7445 -11.0035 0.3 -1.0 -0.1
C -3.8672 -6.6326 -10.4584 0.9 -0.1 0.8
C -3.9784 -8.1332 -10.7016 -0.4 -0.5 -0.3
O -2.6107 -6.2614 -10.9233 2.0 0.4 -1.9
H -5.2218 -5.9723 -12.0381 -0.4 -0.6 0.1
H -4.6353 -4.7110 -11.1087 -0.2 0.2 0.9
H -5.7254 -5.9945 -10.2632 -0.9 1.0 -0.6
H -3.6934 -6.3994 -9.4079 -1.2 -0.5 0.7
H -4.6141 -8.6860 -10.0099 -0.3 0.4 0.1
H -3.0292 -8.6672 -10.6580 0.3 0.5 0.3
H -4.3505 -8.3390 -11.7052 -0.2 0.2 -0.1
H -2.5821 -5.3032 -10.9742 0.1 0.1 0.0
C 1.7505 -8.4246 -8.1715 1.5 -0.7 0.0
C 3.3367 -8.6030 -8.2382 -1.5 -0.4 0.2
C 4.0609 -7.7841 -9.2820 0.3 -0.1 0.0
O 3.8413 -8.4494 -6.9303 0.3 0.9 0.4
H 1.3162 -8.7921 -9.1013 -0.2 0.0 0.2
H 1.3600 -7.4328 -7.9438 0.6 0.5 -0.5
H 1.4141 -8.9699 -7.2896 -0.1 -0.6 -0.3
H 3.6555 -9.6318 -8.4052 -0.8 -0.3 -0.5
H 5.1174 -7.8340 -9.0186 0.1 0.4 0.1
H 3.7042 -6.7575 -9.3653 0.1 0.1 0.1
H 4.0204 -8.2547 -10.2644 -0.4 0.0 -0.1
H 3.5569 -7.5738 -6.6580 0.2 0.2 0.4
C 0.5070 -9.1341 -14.0445 0.2 -0.3 -2.2
C 1.6069 -9.6322 -13.1191 1.4 1.9 -1.5
C 2.9514 -8.8089 -13.3101 -0.3 -1.4 -2.3
O 1.2428 -9.4332 -11.8305 -1.2 -0.4 2.9
H -0.4590 -9.6331 -14.1226 0.0 -0.4 1.2
H 0.8352 -9.3592 -15.0593 0.4 0.3 -0.3
H 0.2922 -8.0657 -14.0675 0.3 0.2 0.5
H 1.7911 -10.6825 -13.3454 0.0 -0.1 0.4
H 2.7921 -7.7822 -13.6396 -0.2 0.2 0.6
H 3.3952 -9.2574 -14.1990 0.2 0.0 -0.4
H 3.7680 -8.9290 -12.5982 -0.7 0.1 0.6
H 0.7140 -8.6320 -11.8228 0.0 0.2 0.4
O 1.9396 -11.6936 -9.8619 0.1 0.1 0.2
H 1.5129 -11.6461 -10.7174 -0.1 0.2 -0.4
H 2.7427 -12.1894 -10.0215 0.3 -0.2 0.1
O -1.1088 -10.5139 -10.4584 -0.5 -0.1 0.1
H -0.2163 -10.6595 -10.1444 0.2 0.0 0.2
H -1.0108 -9.8943 -11.1814 0.1 0.1 -0.2
```
Positions in Å, forces in eV/Å.

Results
- Relative energy (zero: lowest compared OMol25 entry of this formula, charge and spin): 3.020 eV
- Kohn-Sham gap: 0.349 Ha
- SMILES: CC(C)O.CC(C)O.CC(C)O.CC(C)O.CC(C)O.O.O

In the Mulliken picture, each atom carries the following charge in e: C -1.45; C 1.57; C -1.39; O -0.51; H 0.43; H 0.32; H 0.26; H -0.47; H 0.30; H 0.40; H 0.34; H 0.30; C -1.40; C 0.64; C -0.71; O -0.60; H 0.36; H 0.25; H 0.35; H 0.17; H 0.16; H -0.04; H 0.45; H 0.34; C -1.27; C 0.48; C -1.02; O -0.53; H 0.33; H 0.41; H 0.32; H 0.22; H 0.38; H 0.05; H 0.34; H 0.27; C -0.95; C 0.57; C -1.07; O -0.59; H 0.11; H 0.47; H 0.33; H 0.11; H 0.40; H 0.32; H 0.00; H 0.34; C -1.61; C 0.49; C -1.43; O -0.38; H 0.38; H 0.44; H 0.40; H 0.28; H 0.34; H 0.46; H 0.31; H 0.22; O -0.54; H 0.20; H 0.23; O -0.26; H 0.11; H 0.26

---

Number 1: E_tot -5250.697019 Ha. Number 2: E_tot -2790.384242 Ha. Number 3: E_tot -950.278259 Ha. Number 4: E_tot -922.369970 Ha. Number 5: E_tot -1124.478535 Ha.